No. 1
The following is a DFT calculation (ωB97M-V/def2-TZVPD) of a molecular structure, C43H58N3O2SSeY at a distorted geometry.

XYZ file:
```
109
Properties=species:S:1:pos:R:3:forces:R:3:mulliken_charge:R:1
Y -17.734667 -2.691398 6.952272 -0.7 -0.5 -0.9 0.7241
C -17.989659 -10.671985 8.012113 0.9 -0.3 0.2 -1.7821
C -18.370271 -9.852906 9.267006 -0.5 0.7 -1.5 1.8837
C -17.591855 -10.242701 10.511673 -0.7 -0.2 -0.8 -1.8025
C -19.857638 -10.155839 9.531755 0.3 -0.2 0.5 -1.6039
C -18.224154 -8.306553 9.008414 -0.7 0.3 0.9 -0.6754
C -17.793680 -7.685349 7.862997 -0.4 -0.3 0.2 -0.1149
C -17.837155 -6.285169 7.748944 1.1 -1.1 -2.9 -0.3256
Se -17.342643 -5.539027 6.007513 0.3 -0.1 0.4 -0.0283
C -19.088952 -5.523644 5.186821 1.1 -0.8 0.8 0.1914
C -19.618438 -6.776261 4.942777 -0.9 0.8 -0.5 -0.7849
C -20.877746 -6.902089 4.398824 0.6 -1.0 0.0 -0.5070
C -21.563754 -5.735548 4.175407 -1.0 0.6 -0.6 -0.5851
C -21.081754 -4.486064 4.506060 -0.3 1.6 -0.5 -0.2342
C -19.772623 -4.342279 5.039212 -0.8 0.5 0.2 0.5873
O -19.292647 -3.171617 5.438941 0.3 -0.2 0.1 -0.4590
C -21.882777 -3.159884 4.256528 0.7 -0.9 -0.2 2.4010
C -23.221301 -3.431263 3.592960 -0.7 -0.3 0.1 -2.1413
C -22.111959 -2.482907 5.596855 -0.9 0.1 0.3 -0.7250
C -21.040126 -2.271667 3.274545 -0.5 -0.4 1.3 -1.6873
C -21.478271 -8.254381 3.998394 0.1 0.5 -0.6 2.0869
C -21.642122 -8.343348 2.431332 0.5 0.2 1.0 -1.7482
C -20.569597 -9.405521 4.441365 -0.1 -0.1 -1.3 -2.0297
C -22.855248 -8.392759 4.643697 -0.1 -0.6 1.0 -1.5053
C -18.203892 -5.405810 8.697526 -0.4 0.8 1.8 0.2810
O -18.097789 -4.073438 8.525759 -0.2 -0.8 0.2 -0.5200
C -18.674628 -6.031568 9.899269 0.1 0.8 0.7 0.0942
C -18.685747 -7.400921 10.012730 0.4 -1.5 -0.6 0.1075
C -19.101426 -5.171496 11.086433 -0.1 1.2 0.4 2.0801
C -19.726558 -5.978722 12.201116 -1.3 0.2 0.7 -2.2895
C -17.862931 -4.411372 11.668574 -0.5 0.3 -0.2 -1.4066
C -20.161772 -4.131822 10.600472 -0.4 -1.5 0.8 -1.4805
H -18.120847 -11.754222 8.228293 0.0 0.6 -0.1 0.4744
H -16.913287 -10.538309 7.763395 -0.6 0.0 0.0 0.3548
H -18.596687 -10.427354 7.122800 0.2 0.0 0.4 0.1389
H -17.446541 -11.306868 10.588424 -0.4 -0.6 0.2 0.4918
H -18.180028 -9.848484 11.313244 0.1 -0.1 1.0 0.3689
H -16.628508 -9.827916 10.528267 1.4 0.8 0.0 0.3417
H -20.068233 -11.235535 9.535695 0.2 0.2 0.0 0.4588
H -20.485616 -9.683456 8.803785 -0.4 0.2 -0.5 0.3105
H -20.140305 -9.771240 10.508447 -0.2 0.1 0.1 0.3713
H -17.501451 -8.300427 7.033403 0.3 0.1 -0.4 0.6344
H -19.065275 -7.620337 5.210112 0.9 -1.1 0.2 0.4441
H -22.534267 -5.859179 3.689009 0.2 0.5 0.2 0.5533
H -23.889059 -4.092661 4.204211 0.7 0.2 -0.6 0.3650
H -23.068712 -3.824756 2.568261 -0.4 0.0 0.6 0.4056
H -23.777957 -2.490752 3.534626 0.1 0.0 -0.3 0.4505
H -22.444037 -3.205093 6.360275 0.0 0.2 -0.3 0.2688
H -22.861082 -1.660408 5.547561 0.5 -0.4 -0.1 0.4238
H -21.165169 -2.115557 5.912090 0.5 0.3 0.4 -0.5288
H -21.281859 -2.694895 2.333840 0.2 -0.1 -1.3 0.5821
H -19.959287 -2.362277 3.470026 -0.6 0.5 -0.1 0.1261
H -21.433525 -1.245073 3.296712 0.4 -0.1 0.0 0.2888
H -20.709483 -8.193939 1.863305 -0.2 -0.2 0.4 0.3263
H -22.367184 -7.664746 2.035882 -0.4 0.9 0.0 0.3899
H -22.091692 -9.289856 2.224321 0.1 -1.0 -0.3 0.4988
H -19.629641 -9.340513 3.845140 -0.4 -0.3 0.8 0.3594
H -21.050209 -10.361592 4.247350 -0.1 -0.1 -0.6 0.5032
H -20.429132 -9.477709 5.500033 0.5 0.6 0.8 0.2666
H -23.480770 -7.505493 4.532538 -0.1 -0.2 -0.4 0.2951
H -22.736337 -8.480528 5.747897 0.0 -0.1 -0.6 0.3177
H -23.363037 -9.315119 4.286294 0.1 0.7 0.2 0.4154
H -19.057501 -7.921433 10.889273 0.0 0.6 0.2 -0.0013
H -19.170904 -6.781032 12.646235 0.9 -0.2 0.1 0.3721
H -20.628278 -6.475583 11.856810 -0.4 0.0 -0.3 0.4897
H -20.060212 -5.327117 13.033521 0.3 -0.1 -0.4 0.3873
H -17.093124 -5.163594 11.787776 0.3 0.0 0.8 0.3611
H -18.075961 -3.765108 12.580010 0.2 -1.2 -0.9 0.3428
H -17.458669 -3.750313 10.910929 -0.1 0.3 -0.2 0.1586
H -20.912851 -4.657673 10.005557 0.0 0.1 -0.2 0.3559
H -19.668202 -3.405980 10.021388 0.3 1.0 -0.7 -0.0490
H -20.710990 -3.678998 11.427171 0.3 0.1 0.2 0.4803
N -19.306193 -0.678392 7.008135 1.5 0.8 -0.4 -0.2109
C -18.817608 0.582067 6.455169 1.3 -1.4 0.6 0.5927
C -19.592439 1.206945 5.510362 -1.0 0.0 0.0 -0.5607
C -19.172029 2.398211 4.942598 -0.6 -0.2 -0.5 -0.5727
C -17.961142 2.928491 5.316739 -0.6 -0.8 0.4 -1.2807
C -17.197091 2.294449 6.280075 0.3 -0.8 -0.2 -0.9497
C -17.516379 1.058477 6.853455 -2.8 0.8 -0.8 1.2542
C -16.720076 0.469795 7.928779 1.0 0.0 0.2 0.7869
C -15.938967 1.380766 8.682114 -1.1 0.4 -0.1 -0.8758
C -15.005116 0.939311 9.577370 1.2 0.3 0.4 -0.7590
C -14.763103 -0.410063 9.746292 -1.0 0.1 0.0 -1.1899
C -15.656027 -1.248493 9.123587 0.2 -2.7 -0.3 -0.2802
C -16.622973 -0.921520 8.134686 0.8 0.8 0.8 0.8562
H -20.182183 -0.916466 6.602024 -0.8 -0.1 -0.1 -0.0463
H -19.357109 -0.562012 8.000579 -0.4 -0.1 0.8 0.3117
H -20.601686 0.793465 5.282114 0.9 0.3 0.1 0.3099
H -19.819224 2.878492 4.203515 0.4 0.0 0.2 0.3779
H -17.651246 3.817503 4.862443 0.6 1.3 -0.4 0.4787
H -16.255396 2.707938 6.545730 0.7 0.5 0.1 0.3387
H -16.184407 2.448526 8.612847 0.4 -0.4 0.0 0.5352
H -14.387554 1.605402 10.154720 -0.1 0.6 0.0 0.3847
H -14.036425 -0.808538 10.440971 0.1 0.2 0.0 0.4905
H -15.498619 -2.328426 9.425964 -0.4 0.9 -0.6 0.0764
C -13.759870 0.518286 6.118270 -0.2 -0.8 -0.4 -1.0675
N -14.490776 -0.399457 5.214285 0.6 -0.2 0.1 -0.2291
C -14.698127 -1.738679 5.285632 -1.1 1.5 -0.4 0.5738
S -16.142445 -2.274177 4.564585 -0.5 -0.5 -0.2 -0.4974
N -13.885705 -2.581321 5.868754 1.7 -1.0 0.1 -0.0064
C -12.503935 -2.230045 6.241540 -0.7 -1.0 1.0 -0.9795
H -14.135203 1.518251 5.947950 -0.2 0.1 0.0 0.2580
H -12.685864 0.528575 5.959915 0.0 0.0 -0.2 0.4419
H -13.972808 0.213249 7.125796 0.0 0.1 0.6 0.3470
H -15.243912 0.023764 4.699480 -0.1 0.1 0.0 0.2824
H -14.059708 -3.580537 5.738248 -0.4 0.8 0.1 0.2794
H -12.235870 -1.360864 5.696768 0.6 0.5 -0.6 0.3145
H -11.824862 -3.090197 6.012205 -0.6 0.9 0.4 0.3511
H -12.553696 -1.962361 7.313497 0.7 -0.3 -0.4 0.2683
```
Forces are in eV/Å.

Properties
Orbital gap   7.60 eV
LUMO energy   0.2 eV
Electronic energy   -131325.7044 eV
ΔE to the lowest compared entry with this formula, charge and spin   1.419 eV

---

No. 2
The following is a DFT calculation (ωB97M-V/def2-TZVPD) of C5H7NO in the gas phase.

XYZ file:
```
14
Properties=species:S:1:pos:R:3:forces:R:3:mulliken_charge:R:1
C 1.458944 -0.181924 1.066593 0.1 0.0 0.0 -0.8953
N 0.315575 0.275759 0.298140 -0.2 0.3 -0.2 0.1632
C -0.251100 1.478000 0.285665 0.2 -0.1 0.2 0.0536
C -1.394327 1.641773 -0.575313 0.0 -0.4 0.1 -0.8884
C -1.561570 0.354247 -1.018353 -0.3 0.1 0.0 -0.3699
C -0.385766 -0.526653 -0.673464 0.2 0.3 -0.4 0.2470
O -0.328290 -1.894264 -0.435838 -0.3 0.0 0.0 -0.5126
H 2.384016 -0.063668 0.496019 -0.1 0.0 0.1 0.2842
H 1.330501 -1.238082 1.320898 0.0 0.2 -0.1 0.3218
H 1.527162 0.399048 1.990060 0.0 -0.1 -0.2 0.3469
H 0.236104 2.253840 0.879197 -0.2 -0.1 0.0 0.3393
H -2.193274 0.005291 -1.836160 -0.1 0.2 0.2 0.3816
H 0.048517 -0.290897 -1.663182 0.8 -0.5 0.1 0.1747
H -1.186492 -2.212471 -0.134263 0.0 0.1 0.1 0.3540
```
Forces are in eV/Å.

Properties
Orbital gap   7.45 eV
LUMO energy   0.0 eV
Electronic energy   -8832.1238 eV
SMILES string   CN1C=C=C[C@@H]1O
ΔE to the lowest compared entry with this formula, charge and spin   4.079 eV

---

No. 3
The following is a DFT calculation (ωB97M-V/def2-TZVPD) of C6H10O in the gas phase.

XYZ file:
```
17
Properties=species:S:1:pos:R:3:forces:R:3:mulliken_charge:R:1
C -2.190912 -0.218077 0.381251 0.0 -0.1 0.0 -1.1488
C -1.016641 0.714583 0.426427 0.2 0.0 -0.1 -0.3680
C 0.188612 0.540768 -0.118186 -0.2 0.1 0.1 1.0134
C 1.273148 1.581486 0.009154 0.0 0.1 0.0 -1.3841
C 0.605107 -0.708329 -0.856505 0.0 0.0 0.0 -0.9702
C 1.209242 -1.748845 0.076116 -0.1 -0.1 0.3 0.0825
O 0.819669 -1.953655 1.198884 0.2 0.1 -0.5 -0.4593
H -3.102013 0.326975 0.107641 0.1 -0.1 0.0 0.3795
H -2.058986 -1.034529 -0.334740 0.0 0.1 0.1 0.2561
H -2.364524 -0.670587 1.364620 0.0 0.1 -0.1 0.2604
H -1.180352 1.637818 0.984571 0.0 -0.1 -0.1 0.3065
H 1.404455 2.125673 -0.935795 0.0 -0.1 0.1 0.2814
H 1.043963 2.311373 0.790911 0.0 -0.1 -0.1 0.3859
H 2.240137 1.121022 0.248617 -0.1 0.1 0.0 0.3421
H 1.329446 -0.479007 -1.648250 -0.1 0.0 0.1 0.3495
H -0.245311 -1.200020 -1.348644 0.1 0.1 0.1 0.3328
H 2.044957 -2.346648 -0.346072 -0.1 0.0 0.0 0.3400
```
Forces are in eV/Å.

Properties
Orbital gap   10.01 eV
LUMO energy   1.0 eV
Electronic energy   -8430.7927 eV
SMILES string   C/C=C(/C)CC=O
ΔE to the lowest compared entry with this formula, charge and spin   0.448 eV

---

Question: Which of these has the lowest electronic energy?
Answer: C43H58N3O2SSeY